This record from the OMol25 dataset describes C23H41CoFP2 as an isolated structure in a non-equilibrium geometry. The level of theory is ωB97M-V/def2-TZVPD.

Summary:
- E_tot: -83428.5800 eV
- Spin multiplicity: 5
- LUMO level (alpha / beta): -0.10869 / -0.21771 Ha
- Highest occupied orbital energy (alpha / beta): -9.1 / -10.8 eV
- Total charge: +1

Element x y z (Å)
Co -0.74233 2.03826 1.25215
C 0.61923 0.48235 -0.13632
C 0.93423 1.85002 -0.35212
C 1.05988 1.43365 1.93661
C 0.63463 0.23415 1.26917
C 1.21645 2.46296 0.92796
C 0.41836 -0.55176 -1.17952
H 0.10324 -0.13608 -2.14425
H -0.33562 -1.28260 -0.86832
H 1.35044 -1.11438 -1.34981
C 0.32830 -1.03236 1.97420
H 0.01109 -1.81314 1.28203
H -0.48870 -0.89824 2.69377
H 1.19869 -1.37733 2.54628
C 1.37328 1.55863 3.38682
H 2.15813 0.85701 3.69557
H 0.47550 1.34188 3.97901
H 1.71427 2.56964 3.61549
C 1.90579 3.75937 1.18727
H 2.99527 3.60276 1.29070
H 1.55553 4.19246 2.13239
H 1.76198 4.46371 0.36151
C 1.11055 2.52147 -1.66303
H 2.00002 3.16454 -1.66331
H 0.25873 3.16122 -1.93088
H 1.22844 1.79128 -2.47008
C -3.59066 -1.92414 -3.61525
C -3.27340 -1.54874 -4.86782
C -3.43387 -0.22756 -5.55333
C -4.24904 0.77172 -4.71269
C -3.33676 1.42467 -3.77968
C -2.94479 1.00309 -2.53239
C -3.26635 -0.22957 -1.74321
C -4.22687 -1.19896 -2.44815
H -3.89417 -0.36241 -6.54501
H -5.07600 0.27849 -4.19705
H -2.42763 0.18321 -5.75481
H -5.19254 -0.70645 -2.65869
H -3.30411 -2.94310 -3.32820
H -2.76264 -2.30473 -5.48422
H -4.46981 -1.98356 -1.70843
H -2.32209 -0.73931 -1.52543
H -1.95126 1.43581 -2.23106
H -3.64736 -0.01749 -0.72497
H -4.67898 1.54584 -5.36515
H -2.77212 2.28069 -4.18048
P -3.43918 2.63422 -0.95212
C -5.17788 2.04303 -1.06122
C -3.74798 4.07369 -2.07963
P -1.59193 3.80037 0.91288
C -3.40816 3.40250 0.70213
C -1.13518 4.98877 -0.42861
C -1.85524 4.80491 2.40837
H -5.38037 1.21696 -0.37646
H -5.33221 1.70159 -2.09855
H -5.85744 2.86972 -0.84986
H -4.82056 4.28590 -2.04962
H -3.48068 3.79962 -3.10588
H -3.21686 4.98618 -1.80845
H -2.82805 4.47642 2.82027
H -1.86630 5.87751 2.16379
H -1.04249 4.56230 3.10433
H -3.73109 2.68414 1.47856
H -4.03512 4.31223 0.74400
H -0.07161 5.25548 -0.34569
H -1.73039 5.90846 -0.31909
H -1.29664 4.55924 -1.42901
F -2.10715 1.38016 2.30878